C23H29N3O2 | wB97M-V/def2-TZVPD

The geometry in XYZ format:
```
57
Properties=species:S:1:pos:R:3:forces:R:3
C -0.144478 -2.898470 -1.354724 -0.217 -0.145 -0.100
O 0.925217 -2.028807 -1.076891 0.539 0.152 0.228
C 1.949712 -2.488902 -0.281457 0.039 0.094 0.031
C 2.027218 -3.761164 0.256480 -0.197 0.062 -0.162
C 3.101541 -4.109889 1.063231 0.112 -0.015 0.091
C 4.096439 -3.192842 1.336178 -0.077 -0.161 0.005
C 4.035640 -1.917894 0.796759 0.021 0.088 -0.030
C 2.971899 -1.557188 -0.013890 -0.069 -0.163 0.080
N 2.846087 -0.297968 -0.610186 -0.366 -0.247 -0.281
C 3.456447 0.869156 -0.265280 -0.156 0.110 -0.354
O 4.313562 0.968425 0.584851 0.125 0.017 0.173
C 2.898735 2.072530 -1.045074 0.265 0.490 0.047
C 3.859438 3.255978 -0.935433 -0.111 -0.301 -0.039
N 1.571124 2.464128 -0.579937 -0.007 -0.162 -0.086
C 0.448044 1.791661 -1.196905 -0.324 0.184 -0.121
C -0.823455 2.561444 -0.850366 0.077 -0.307 -0.234
N -1.003176 2.549805 0.587948 -0.040 0.164 0.075
C -2.292970 3.079454 0.981483 0.123 -0.007 0.021
C -3.406018 2.114224 0.700837 0.045 -0.175 0.027
C -3.215419 0.808577 0.526553 0.150 0.482 0.093
C -4.223240 -0.201997 0.245341 -0.357 -0.390 -0.091
C -5.582759 0.083730 0.108255 0.111 -0.016 0.020
C -6.491920 -0.919397 -0.165761 -0.088 0.035 -0.004
C -6.068308 -2.230558 -0.311612 0.005 -0.108 -0.018
C -4.722921 -2.531547 -0.179622 -0.104 -0.140 -0.038
C -3.813694 -1.529012 0.095559 0.004 0.219 0.029
C 0.120877 3.217261 1.213206 0.218 -0.143 0.138
C 1.403475 2.468278 0.860649 -0.110 0.311 0.206
H -0.847412 -2.320641 -1.953850 0.009 -0.088 0.043
H -0.638632 -3.231560 -0.436683 0.031 0.010 -0.023
H 0.186133 -3.771739 -1.925769 -0.007 0.029 0.041
H 1.257708 -4.490733 0.059472 -0.093 -0.025 -0.045
H 3.147517 -5.105807 1.477018 0.003 -0.081 0.036
H 4.928042 -3.464669 1.967494 0.077 -0.019 0.056
H 4.802923 -1.191744 1.004986 0.020 0.036 -0.008
H 2.102514 -0.258942 -1.293723 0.123 0.158 0.085
H 2.801868 1.793514 -2.101001 -0.031 -0.019 0.109
H 3.388225 4.147393 -1.338742 -0.059 0.028 -0.085
H 4.128436 3.428400 0.102428 0.065 0.040 0.066
H 4.770779 3.045495 -1.488716 0.160 0.021 0.014
H 0.584439 1.782057 -2.281512 0.021 -0.028 0.013
H 0.318566 0.755535 -0.837308 -0.005 0.011 -0.062
H -1.685696 2.083475 -1.319633 0.048 0.035 -0.008
H -0.736246 3.593356 -1.236058 -0.025 -0.063 0.014
H -2.268187 3.272313 2.060835 0.017 0.092 -0.074
H -2.511595 4.044957 0.486665 0.036 -0.053 0.077
H -4.391850 2.556344 0.667027 -0.187 -0.042 -0.028
H -2.199558 0.441081 0.592033 0.149 0.012 -0.015
H -5.932422 1.098891 0.217068 -0.040 0.107 0.006
H -7.540515 -0.678901 -0.267361 -0.070 0.024 -0.007
H -6.782413 -3.011743 -0.526514 -0.052 -0.057 -0.016
H -4.384018 -3.551769 -0.291640 0.024 -0.069 -0.002
H -2.764736 -1.768285 0.200528 0.117 0.002 0.022
H -0.017812 3.206613 2.296812 -0.002 0.028 -0.022
H 0.211761 4.265538 0.876847 0.006 -0.035 0.054
H 2.258798 2.963602 1.319663 0.009 -0.024 0.043
H 1.331122 1.444834 1.267498 0.047 0.046 0.010
```
Positions in Å, forces in eV/Å.

## Properties
**Energy above the lowest of the compared OMol25 structures with the same formula, charge and spin**: 260.1 kJ/mol
**E_HOMO**: -8.2 eV
**Electronic energy**: -1208.56242 a.u.
**Gap between HOMO and LUMO**: 8.90 eV
**Max |F|**: 0.60 eV/A
**Lowest unoccupied orbital energy**: 0.663 eV

natural (NBO) population analysis, charges in e, atoms 1 to 5:
1. C -0.250
2. O -0.532
3. C 0.338
4. C -0.304
5. C -0.214